# 1
36
Properties=species:S:1:pos:R:3 method="wB97M-V/def2-TZVPD" e_lumo_ev="0.614 / -1.486" homo_ha="-0.1716 / -0.2771" relative_energy_kj_mol=33.95 spin_multiplicity=4 homo_lumo_gap_ev="5.28 / 6.05" charge=0
Pt 0.504 0.807 0.084
N 4.307 2.480 0.648
C 4.765 1.175 0.881
C 3.693 0.362 0.778
N 2.566 1.097 0.482
C 2.952 2.416 0.416
C 1.999 3.384 0.144
N 0.711 2.998 -0.048
C -0.019 4.133 -0.281
C 0.785 5.223 -0.239
N 2.073 4.755 0.023
H 4.871 3.307 0.657
H 5.798 0.963 1.086
H 3.651 -0.708 0.888
H -1.080 4.093 -0.466
H 0.574 6.269 -0.372
H 2.893 5.320 0.126
C -3.211 -3.639 2.561
C -2.375 -2.461 2.124
O -2.504 -2.337 0.690
P -1.561 -1.322 -0.098
S -1.897 0.603 0.387
S 0.371 -1.738 0.147
O -2.083 -1.532 -1.576
C -1.925 -2.815 -2.225
C -1.956 -2.586 -3.716
H -3.152 -3.750 3.644
H -2.849 -4.557 2.098
H -4.254 -3.492 2.282
H -1.322 -2.601 2.371
H -2.720 -1.531 2.580
H -2.741 -3.460 -1.899
H -0.976 -3.256 -1.913
H -2.890 -2.109 -4.011
H -1.871 -3.542 -4.235
H -1.126 -1.948 -4.020


# 2
13
Properties=species:S:1:pos:R:3 method="wB97M-V/def2-TZVPD" e_lumo_ev="-7.736 / -7.734" homo_ha="-0.5482 / -0.5482" relative_energy_kj_mol=629.90 spin_multiplicity=1 homo_lumo_gap_ev="7.18 / 7.18" charge=+1
C -0.749 -0.817 -0.167
C 1.710 -0.675 0.121
N -1.832 -0.067 -0.392
N 0.433 -0.423 -0.209
N -0.328 1.883 0.097
H -0.929 -1.929 -0.126
H 1.671 -0.646 1.275
H 1.927 -1.701 -0.117
H 2.268 0.060 -0.471
H -2.693 -0.540 -0.316
H 0.346 2.312 -0.491
H -0.128 1.563 1.013
H -1.696 0.980 -0.218


# 3
16
Properties=species:S:1:pos:R:3 method="wB97M-V/def2-TZVPD" e_lumo_ev=0.739 homo_ha=-0.3247 relative_energy_kj_mol=35.81 spin_multiplicity=1 homo_lumo_gap_ev=9.58 charge=0 smiles=S[C@H]1C[C@@H]2SCS[C@@H]21
S 2.875 0.330 -0.110
C 1.097 0.019 -0.260
C 0.663 -1.398 0.059
C -0.536 -0.836 0.833
S -2.104 -0.852 -0.080
C -2.020 0.832 -0.710
S -0.992 1.885 0.351
C 0.120 0.541 0.837
H 2.867 1.581 -0.646
H 0.887 0.320 -1.285
H 1.375 -1.977 0.659
H 0.473 -2.053 -0.816
H -0.655 -1.298 1.830
H -3.031 1.259 -0.724
H -1.629 0.853 -1.731
H 0.609 0.792 1.792


# 4
14
Properties=species:S:1:pos:R:3 method="wB97M-V/def2-TZVPD" e_lumo_ev=-2.961 homo_ha=-0.5887 relative_energy_kj_mol=0.00 spin_multiplicity=1 homo_lumo_gap_ev=13.06 charge=+1
N 0.124 -0.551 -0.032
H -0.046 -0.399 0.976
H 0.298 -1.528 -0.151
H -0.730 -0.305 -0.561
H 0.921 0.014 -0.371
H -0.693 -0.803 3.329
H -0.299 0.650 3.282
O -0.355 -0.129 2.725
H 3.308 0.848 -0.717
H 2.512 1.087 -2.003
O 2.435 0.699 -1.141
H -2.828 0.760 -1.429
H -2.465 -0.405 -2.349
O -2.181 0.061 -1.560


# 5
20
Properties=species:S:1:pos:R:3 method="wB97M-V/def2-TZVPD" e_lumo_ev=0.929 homo_ha=-0.2981 relative_energy_kj_mol=192.12 spin_multiplicity=1 homo_lumo_gap_ev=9.04 charge=0 smiles=Cc1c[nH]cn1.CC
C 0.352 0.037 2.381
C 0.645 0.977 1.321
C -0.384 1.558 0.420
N 0.377 2.509 -0.349
C 1.740 2.283 -0.102
N 1.852 1.376 0.929
H -0.191 -0.900 2.036
H -0.371 0.580 2.946
H 1.156 -0.297 3.019
H -1.475 1.586 0.642
H 0.045 3.389 -0.786
H 2.520 2.992 -0.520
C -0.197 -2.543 -1.577
C -1.405 -1.589 -1.390
H 0.453 -2.506 -0.677
H -0.486 -3.502 -1.711
H 0.446 -2.466 -2.475
H -1.920 -1.358 -2.326
H -1.097 -0.397 -1.223
H -2.061 -1.728 -0.558


# 6
26
Properties=species:S:1:pos:R:3 method="wB97M-V/def2-TZVPD" e_lumo_ev=3.394 homo_ha=-0.1626 relative_energy_kj_mol=95.06 spin_multiplicity=1 homo_lumo_gap_ev=7.82 charge=-1
C -0.875 -3.336 -1.512
C -0.970 -0.714 -1.838
C -0.491 -0.086 0.228
C -0.946 -1.884 -1.113
C -0.601 -1.555 0.231
C -0.330 0.607 1.406
C -0.012 0.003 2.581
C -0.465 -2.124 1.482
C 0.016 -1.417 2.578
N -0.763 0.357 -1.033
H -0.383 1.392 -1.236
H -1.095 -0.467 -2.887
H -0.456 1.709 1.355
H 0.119 -3.534 -1.894
H -1.608 -3.700 -2.259
H 0.321 0.536 3.477
H -0.674 -3.206 1.611
H 0.307 -1.951 3.447
H -0.920 -4.065 -0.708
C 1.555 3.477 0.096
C 1.281 3.158 -1.356
O 0.090 2.706 -1.673
O 2.089 3.360 -2.270
H 0.658 3.990 0.387
H 2.387 4.158 0.195
H 1.767 2.585 0.701


Number 1: E_tot -2017.2276 hartree. Number 2: E_tot -244.8277 hartree. Number 3: E_tot -1389.8519 hartree. Number 4: E_tot -286.2654 hartree. Number 5: E_tot -345.2547 hartree. Number 6: E_tot -631.6615 hartree.